(1)
Entry from the OMol25 dataset: a 6-piece molecular cluster, C51H40ClF5I2N3O25S overall at a distorted geometry (ωB97M-V with the def2-TZVPD basis set).

M: 1511.2 g/mol
HOMO-LUMO gap: 5.24 eV
E: -162316.4903 eV
LUMO: -5.7 eV

```
! wB97M-V def2-TZVPD RIJCOSX def2/J DEFGRID3
* xyz 1 1
C 2.987 2.239 2.529
C 2.958 1.238 1.238
C 2.443 2.101 -0.043
C 3.065 1.677 -1.443
O 2.427 0.604 -2.192
C 1.506 -0.158 -1.456
C 0.006 0.221 -1.607
C -0.419 1.384 -2.605
C -0.150 2.864 -2.078
O -0.734 3.324 -1.086
F 0.799 3.703 -2.769
C -1.040 -0.563 -0.776
C -2.571 -0.163 -0.907
O -2.849 1.058 -0.731
O -3.667 -1.034 -1.139
C -3.588 -1.747 -2.385
I -2.296 -1.322 -4.066
C -4.502 -2.847 -2.536
C -4.523 -3.684 -3.915
I -5.930 -3.450 -1.006
C -0.480 -1.707 0.167
C -1.574 -2.461 1.048
C -1.409 -1.889 2.579
S -1.462 -3.208 3.877
C -3.200 -3.619 4.307
N -4.408 -2.862 4.284
N -5.330 -3.780 4.760
C -4.722 -5.027 5.071
O -3.321 -4.964 4.789
C 1.053 -2.062 0.219
C 1.684 -3.222 1.099
F 2.507 -4.137 0.342
F 0.779 -4.066 1.781
C 2.567 -2.506 2.283
F 3.820 -3.176 2.336
F 1.800 -2.614 3.484
N 1.957 -1.258 -0.598
Cl 3.677 -1.508 -0.665
H 3.279 1.646 3.479
H 1.899 2.585 2.727
H 3.700 3.106 2.317
H 2.100 0.494 1.477
H 3.960 0.721 1.065
H 2.812 3.180 0.169
H 1.306 2.147 0.027
H 4.166 1.365 -1.269
H 3.122 2.605 -2.125
H -1.539 1.337 -2.890
H 0.163 1.277 -3.601
H -4.648 -3.001 -4.843
H -3.537 -4.254 -4.072
H -5.428 -4.400 -3.945
H -2.659 -2.232 0.764
H -1.486 -3.615 1.015
H -2.140 -1.013 2.775
H -0.354 -1.415 2.650
H -5.131 -5.995 5.501
H 2.783 -1.407 2.067
C 8.562 -4.415 2.266
C 7.431 -3.725 2.428
C 7.424 -2.234 2.434
O 6.367 -1.635 2.565
C 8.706 -1.540 2.285
C 9.838 -2.229 2.126
C 9.841 -3.720 2.092
O 10.893 -4.318 1.927
O 11.036 -1.597 1.989
O 6.235 -4.358 2.592
H 8.581 -5.496 2.258
H 8.689 -0.458 2.309
H 11.696 -2.312 1.889
H 5.574 -3.644 2.688
C -8.377 0.649 2.457
C -7.455 -0.277 2.735
C -6.196 -0.381 1.944
O -5.367 -1.226 2.236
C -6.007 0.548 0.826
C -6.928 1.471 0.545
C -8.176 1.594 1.353
O -8.988 2.461 1.078
O -6.763 2.338 -0.494
O -7.629 -1.163 3.756
H -9.294 0.738 3.024
H -5.096 0.449 0.250
H -7.560 2.903 -0.489
H -6.828 -1.725 3.755
C -8.100 3.860 -3.597
C -6.962 3.162 -3.602
C -6.231 2.878 -4.871
O -5.183 2.252 -4.837
C -6.814 3.366 -6.125
C -7.954 4.062 -6.119
C -8.670 4.369 -4.848
O -9.698 5.022 -4.880
O -8.508 4.519 -7.275
O -6.420 2.679 -2.445
H -8.639 4.076 -2.683
H -6.284 3.138 -7.040
H -9.321 4.989 -7.006
H -5.604 2.215 -2.717
C -3.673 5.430 2.422
C -2.702 5.135 1.554
C -1.286 5.528 1.812
O -0.419 5.227 1.008
C -0.992 6.276 3.038
C -1.964 6.574 3.903
C -3.375 6.157 3.660
O -4.233 6.430 4.480
O -1.706 7.270 5.044
O -2.971 4.461 0.399
H -4.704 5.149 2.249
H 0.036 6.571 3.205
H -2.568 7.355 5.498
H -2.112 4.365 -0.061
C 8.737 -2.243 -2.387
C 8.987 -2.237 -3.698
C 10.021 -3.130 -4.296
O 10.209 -3.110 -5.499
C 10.781 -4.002 -3.395
C 10.533 -4.006 -2.082
C 9.480 -3.133 -1.490
O 9.266 -3.175 -0.288
O 11.233 -4.810 -1.234
O 8.307 -1.414 -4.543
H 7.988 -1.602 -1.941
H 11.540 -4.632 -3.838
H 10.870 -4.633 -0.342
H 8.670 -1.599 -5.433
*
```


(2)
Entry from the OMol25 dataset: C51H40N11O14S3Zr as an isolated structure at a distorted geometry (ωB97M-V with the def2-TZVPD basis set).

M: 1218.4 g/mol
HOMO-LUMO gap: 5.86 eV
E: -132381.0443 eV
LUMO: 1.1 eV
ΔE to the lowest compared entry with this formula, charge and spin: 16.1 kJ/mol

```
! wB97M-V def2-TZVPD RIJCOSX def2/J DEFGRID3
* xyz -1 1
Zr 0.366 -0.049 0.432
O 1.517 -4.968 3.843
C 2.627 -4.792 3.159
O 3.580 -5.526 3.287
C 2.665 -3.685 2.159
C 3.761 -3.415 1.355
N 3.411 -2.426 0.524
N 2.158 -2.013 0.732
C 1.686 -2.751 1.730
C 0.288 -2.477 2.208
O -0.193 -3.175 3.105
O -0.309 -1.534 1.617
H 0.797 -4.281 3.656
H 4.734 -3.862 1.356
H 3.987 -1.973 -0.174
O 3.979 0.078 2.349
C 3.194 0.326 1.452
O 1.928 0.459 1.584
C 3.758 0.519 0.040
C 5.122 0.448 -0.112
C 5.728 0.621 -1.363
C 4.950 0.981 -2.453
C 3.576 1.088 -2.311
C 2.898 0.745 -1.085
O 1.637 0.608 -1.035
N 2.829 1.527 -3.425
O 3.342 1.454 -4.538
O 1.704 1.979 -3.247
N 7.131 0.432 -1.506
O 7.630 0.652 -2.598
O 7.761 0.040 -0.538
H 5.736 0.244 0.756
H 5.399 1.185 -3.414
N 0.839 2.653 0.707
C 0.778 3.443 -0.415
C 1.605 4.530 -0.614
C 1.478 5.331 -1.754
C 0.520 5.079 -2.697
C -0.312 3.953 -2.561
C -1.319 3.621 -3.488
C -2.037 2.472 -3.301
C -1.716 1.631 -2.226
N -0.815 1.925 -1.321
C -0.148 3.091 -1.443
H 1.462 2.952 1.450
H -0.023 2.223 1.041
H 2.360 4.766 0.123
H 2.139 6.178 -1.870
H 0.402 5.721 -3.558
H -1.503 4.264 -4.339
H -2.825 2.197 -3.985
H -2.236 0.688 -2.105
C -1.499 -5.001 1.061
O -1.130 -4.218 -0.057
C -0.782 -4.876 -1.205
C -0.250 -6.154 -1.261
C 0.097 -6.725 -2.477
C -0.076 -6.016 -3.649
C -0.603 -4.736 -3.607
C -0.979 -4.163 -2.402
N -1.648 -2.935 -2.360
C -1.342 -1.985 -1.333
N -2.407 -1.661 -0.607
C -2.751 -0.550 0.202
C -1.847 0.439 0.618
C -2.452 1.514 1.299
C -3.799 1.560 1.608
C -4.657 0.555 1.195
C -4.138 -0.501 0.474
O -4.913 -1.547 -0.016
C -6.208 -1.226 -0.462
N -0.150 -1.497 -1.204
C 0.826 -1.858 -2.166
C 1.758 -2.861 -1.932
C 2.789 -3.095 -2.827
C 2.888 -2.337 -3.977
C 1.908 -1.406 -4.284
C 0.846 -1.196 -3.413
O -0.262 -0.453 -3.701
C -0.259 0.292 -4.902
H -1.891 -4.298 1.793
H -0.646 -5.525 1.500
H -2.270 -5.725 0.783
H -0.105 -6.714 -0.352
H 0.494 -7.729 -2.495
H 0.200 -6.455 -4.594
H -0.735 -4.175 -4.522
H -1.665 -2.481 -3.267
H -3.209 -2.273 -0.744
H -1.865 2.367 1.631
H -4.201 2.387 2.176
H -5.706 0.616 1.441
H -6.609 -2.143 -0.893
H -6.171 -0.444 -1.230
H -6.867 -0.902 0.348
H 1.651 -3.482 -1.057
H 3.511 -3.872 -2.623
H 3.712 -2.479 -4.657
H 1.986 -0.843 -5.200
H -1.274 0.665 -5.024
H 0.002 -0.329 -5.766
H 0.433 1.136 -4.832
S -4.812 2.345 6.301
C -3.346 2.270 5.555
S -2.702 0.820 4.809
C -1.292 1.796 4.225
N -1.391 3.027 4.586
N -2.486 3.295 5.340
C -2.615 4.610 5.813
C -2.100 5.644 5.033
C -2.185 6.950 5.473
C -2.780 7.241 6.690
C -3.272 6.212 7.474
C -3.191 4.899 7.047
S -0.040 1.097 3.353
H -1.630 5.401 4.095
H -1.784 7.748 4.865
H -2.856 8.266 7.027
H -3.714 6.432 8.436
H -3.566 4.103 7.668
*
```